No. 1
Below is a molecular structure, C11H30BGaN4O2, with properties calculated with ωB97M-V/def2-TZVPD.

Structure (XYZ):
```
49
Properties=species:S:1:pos:R:3:forces:R:3:mulliken_charge:R:1
C 4.136395 1.642530 3.172476 -0.23 0.10 -0.73 -0.653
N 5.012093 1.985652 1.988107 0.33 0.05 0.85 -0.269
C 5.440193 3.435778 1.967975 -0.83 1.07 0.03 -0.677
B 4.276828 1.566540 0.727819 1.85 -0.74 -0.80 0.363
O 4.951878 0.503204 -0.097528 -1.59 -0.45 2.85 -0.637
Ga 2.420137 2.310022 0.103623 -0.40 -0.10 -0.63 0.223
N 1.049528 1.371333 1.177731 0.51 -0.06 0.80 -0.552
N 2.227514 4.224858 0.350046 -0.44 0.49 -0.01 -0.509
H 3.237056 2.411678 3.174162 1.45 -1.58 0.52 0.182
H 3.717668 0.544410 2.964982 0.75 2.38 0.78 0.233
H 4.766932 1.669018 4.162619 -1.34 -0.04 -1.81 0.243
H 6.277307 3.644822 1.166509 -1.52 -0.63 1.71 0.210
H 4.514014 4.092924 1.662665 1.61 -0.93 0.47 0.274
H 5.777523 3.841254 3.039076 -0.47 -1.20 -2.23 0.207
H 4.889796 -0.327078 0.495524 0.66 1.82 -1.28 0.231
H 2.197147 1.826242 -1.436594 -0.15 0.16 -0.06 -0.373
H 1.093756 1.834674 2.127782 0.01 -1.24 -1.13 0.175
H 1.428606 0.386762 1.227641 -0.61 1.38 0.54 0.134
H 1.473312 4.484764 1.022433 0.72 -0.02 -1.20 0.146
H 2.176001 4.757154 -0.545610 -0.37 -0.51 1.31 0.139
C -2.087186 -0.160078 -2.579707 0.00 -0.14 -0.20 -1.642
C -2.205190 -0.296336 -1.038325 0.90 1.57 -1.20 1.385
C -0.887801 -0.872047 -0.454768 -0.12 -0.27 0.20 -0.886
C -0.713506 -2.360576 -0.724041 -0.10 0.04 -0.01 -0.714
C -1.919579 -3.139638 -0.209990 0.11 0.27 0.06 -1.214
C -3.266025 -2.617089 -0.778418 -0.67 -1.68 -0.74 1.768
N -3.409511 -1.120678 -0.676351 0.50 0.21 4.95 0.290
O -3.729015 -0.823140 0.660611 0.30 -0.69 -3.64 -0.498
C -3.410179 -3.074208 -2.256850 0.35 0.16 -0.30 -1.878
C -4.431382 -3.383747 -0.062272 0.19 0.73 0.44 -1.775
C -2.326646 1.196935 -0.577697 -0.21 -0.47 0.62 -1.625
H -1.155308 0.353962 -2.852370 -0.22 -0.01 0.34 0.398
H -2.064347 -1.098757 -3.120874 -0.04 -0.16 0.03 0.305
H -2.916910 0.429801 -2.990447 0.07 -0.13 0.19 0.377
H -0.857520 -0.710323 0.631700 -0.17 0.13 -0.23 0.324
H -0.022887 -0.332425 -0.861442 -0.38 0.18 0.07 0.314
H -0.562318 -2.537422 -1.793992 -0.03 -0.03 0.00 0.314
H 0.193015 -2.718998 -0.222503 -0.09 0.04 -0.08 0.373
H -1.789685 -4.201757 -0.458427 -0.33 0.13 -0.05 0.353
H -1.927994 -3.083011 0.887117 -0.18 0.13 -0.14 0.390
H -4.207605 -2.524689 -2.767948 0.15 0.03 0.10 0.384
H -3.660987 -4.137339 -2.324626 -0.03 0.12 0.30 0.479
H -2.485453 -2.974286 -2.833971 -0.19 0.16 0.11 0.338
H -4.406390 -3.269235 1.027914 0.01 0.24 -0.28 0.344
H -4.369700 -4.462217 -0.252059 0.25 0.28 -0.22 0.411
H -5.407541 -3.041020 -0.423699 0.16 0.04 0.05 0.440
H -3.257121 1.648175 -0.932024 -0.06 -0.17 -0.01 0.486
H -1.496838 1.794936 -0.979376 -0.08 -0.47 0.01 0.361
H -2.282078 1.308665 0.513398 -0.03 -0.19 -0.34 0.308
```
Positions in Å, forces in eV/Å.

Properties
<S²> ... 0.75
Orbital gap (alpha / beta) ... 6.08 / 5.43 eV
Total charge ... -1
2S+1 ... 2
LUMO level (alpha / beta) ... 2.66 / 2.01 eV



No. 2
Below is a molecular structure, C10H22ClIMoO3P, with properties calculated with ωB97M-V/def2-TZVPD.

Structure (XYZ):
```
39
Properties=species:S:1:pos:R:3:forces:R:3:mulliken_charge:R:1
C -3.011211 2.341803 -5.031898 0.65 1.28 0.82 -0.533
C -3.136638 1.015376 -4.502835 -3.30 -6.75 -2.10 0.565
H -3.698077 2.525205 -5.896451 0.21 -0.65 0.50 0.354
H -1.960262 2.574376 -5.334181 -0.61 -0.29 0.25 0.326
H -3.294908 3.006575 -4.185809 0.17 0.00 -0.54 0.276
O -3.481976 -0.113458 -4.465163 2.56 6.61 0.59 -0.105
I -3.307989 1.543582 -1.151015 0.53 -0.76 -0.05 0.091
Mo -0.763251 0.741627 -1.133131 0.20 4.92 -0.48 -0.355
P 1.165954 -0.540331 -1.809250 2.43 -1.68 -0.46 1.027
C 1.373130 -2.307674 -1.404194 -0.61 0.23 -0.01 -1.060
C 0.977034 -0.343332 -3.617469 -0.55 0.07 0.25 -1.075
H 2.856959 1.195111 -1.537712 0.26 -0.47 0.02 0.387
H 3.567761 -0.383347 -2.124393 -0.53 0.22 0.32 0.498
H 3.083290 -0.172965 -0.373936 -0.08 0.17 -0.53 0.090
C 2.856492 0.099210 -1.419804 -0.46 0.53 0.29 -0.931
H 0.847988 0.722142 -3.853936 0.25 -0.35 -0.08 0.419
H 1.883012 -0.737268 -4.095685 -0.21 0.03 0.00 0.411
H 2.189786 -2.694863 -2.033604 -0.28 0.06 0.23 0.442
H 0.444764 -2.865330 -1.580144 0.35 -0.06 -0.06 0.435
H 0.097388 -0.907976 -3.950067 0.23 -0.04 -0.18 0.356
H 1.636853 -2.375609 -0.339000 0.00 0.00 -0.31 0.243
C -1.471519 -1.037945 -0.408935 -1.47 -7.00 3.23 0.385
O -1.747200 -2.067252 0.080540 1.22 5.38 -2.60 -0.060
Cl 0.404916 2.658195 -1.962191 -0.93 -1.74 0.83 -0.209
C 3.522142 -0.337302 2.914306 -0.33 0.02 -0.03 -1.111
C 2.142694 -0.856212 2.525699 0.58 -0.85 0.81 -0.444
O 1.534737 -0.135575 1.463083 -0.78 0.62 -0.57 -0.210
C 1.013764 1.101907 1.924003 0.76 0.12 -1.36 -0.570
C -0.420955 1.266004 1.466401 -0.41 -0.50 1.89 -0.499
H 4.143415 -0.197625 2.021020 -0.03 -0.06 0.23 0.258
H 3.958311 -1.122020 3.533386 0.25 0.21 0.05 0.414
H 3.496706 0.596566 3.494693 0.00 -0.27 -0.22 0.354
H 2.256118 -1.905457 2.196057 -0.31 0.47 0.07 0.358
H 1.442490 -0.809790 3.379650 0.35 -0.38 -0.18 0.472
H 1.097931 1.164410 3.017162 -0.30 0.22 -0.23 0.614
H 1.588985 1.923931 1.446822 -0.05 -0.23 0.64 0.241
H -1.067762 0.397623 1.758866 0.44 0.75 -0.66 0.231
H -0.817880 2.164291 1.975812 -0.25 -0.20 -0.53 0.497
H -0.423792 1.673199 0.399603 0.04 0.35 0.13 0.415
```
Positions in Å, forces in eV/Å.

Properties
<S²> ... 2.09
Orbital gap (alpha / beta) ... 4.58 / 5.11 eV
Total charge ... +3
Energy relative to the best compared isomer or geometry (same formula, charge and spin) ... 0.00 kJ/mol
2S+1 ... 3
LUMO level (alpha / beta) ... -14.04 / -13.50 eV



No. 3
Below is a molecular structure, C6H13O4V, with properties calculated with ωB97M-V/def2-TZVPD.

Structure (XYZ):
```
24
Properties=species:S:1:pos:R:3:forces:R:3:mulliken_charge:R:1
C -1.524132 -0.805397 -1.283975 0.82 0.51 3.41 -0.438
O -0.302828 -0.588734 -1.907310 0.75 0.08 0.81 -0.119
C -0.320774 -0.367981 -3.298579 -0.31 0.27 -0.06 -0.738
H -1.775923 -1.874323 -1.312497 -0.72 0.63 -0.15 0.381
H -1.317447 -0.603035 0.228900 -0.01 -0.36 -2.22 0.113
H -2.200366 0.054608 -1.374684 -0.34 -0.79 -0.57 0.407
H 0.709207 -0.108092 -3.570541 -0.30 -0.38 -0.16 0.235
H -0.947091 0.508788 -3.531021 0.01 -0.31 -0.06 0.313
H -0.717805 -1.277253 -3.781286 0.33 0.43 -0.25 0.280
O 0.694415 -2.148606 0.832830 0.00 -0.51 0.25 -0.767
C -0.060816 -1.870202 1.967815 -0.90 -0.10 -0.32 -0.260
C -0.606368 -0.449420 1.869053 1.02 -0.50 0.49 -0.592
O 0.538687 0.322207 1.622322 -0.18 0.04 0.40 -0.349
C 0.455666 1.723601 1.367350 -0.46 0.62 -0.24 -0.430
C 1.693217 2.077606 0.541615 0.07 0.52 0.19 -0.322
O 1.865948 1.188774 -0.512602 0.22 0.41 -0.02 -0.754
V 1.369092 -0.582879 -0.025150 0.02 -0.47 -0.63 0.852
H 0.533751 -1.979637 2.902447 -0.21 0.15 -0.26 0.291
H -0.940993 -2.538993 2.060226 0.32 0.02 0.00 0.297
H -1.213509 -0.075061 2.702728 -0.18 0.13 -0.43 0.373
H 0.401418 2.275556 2.317319 -0.01 -0.13 -0.19 0.315
H -0.458219 1.899407 0.776982 0.20 0.02 0.15 0.302
H 2.569552 2.101762 1.221993 -0.17 -0.09 -0.21 0.279
H 1.555319 3.117302 0.186065 0.03 -0.21 0.07 0.331
```
Positions in Å, forces in eV/Å.

Properties
<S²> ... 6.02
Orbital gap (alpha / beta) ... 7.48 / 8.50 eV
Total charge ... 0
Energy relative to the best compared isomer or geometry (same formula, charge and spin) ... 59.55 kJ/mol
2S+1 ... 5
LUMO level (alpha / beta) ... 0.58 / -0.63 eV



No. 4
Below is a single C6H10O2 molecule, with properties calculated with ωB97M-V/def2-TZVPD.

Structure (XYZ):
```
18
Properties=species:S:1:pos:R:3:forces:R:3:mulliken_charge:R:1
C -2.129824 0.258513 1.208327 -1.15 1.36 1.95 -0.612
C 0.105221 -0.015849 0.721880 3.92 0.48 1.79 0.904
C 0.457802 -0.182729 2.051204 -4.79 -0.01 -3.18 -1.207
C 0.962752 0.126569 -0.510002 3.58 -3.98 -0.59 0.481
C 1.912895 -0.882361 -0.826661 5.98 2.22 0.72 -0.754
C 0.461551 0.596151 -1.887661 0.35 2.20 -0.73 -0.637
H -1.484906 -0.347633 1.949543 -4.02 1.05 0.56 0.181
H -2.318148 1.480905 1.417927 0.72 -3.35 0.01 0.219
H -3.191584 -0.131110 0.864316 2.64 0.31 0.44 0.222
H 1.392418 -0.074784 2.345106 4.17 0.04 1.24 0.409
H -0.365259 -0.308285 2.785059 1.56 0.26 -0.14 0.227
H 2.728732 -0.580013 -1.734756 -3.11 -0.85 1.69 0.176
H 2.833628 -1.622541 -0.227018 -4.02 1.95 -0.74 0.241
H -0.279873 1.567440 -1.883491 1.89 -2.24 0.08 0.230
H 1.369441 0.825341 -2.646241 -2.14 -0.55 1.96 0.315
H -1.123483 -0.252176 -1.646787 3.09 -2.62 -2.82 0.435
O -1.095069 0.136838 0.302795 -3.86 0.67 -4.10 -0.341
O -0.236295 -0.594274 -2.283539 -4.82 3.08 1.86 -0.491
```
Positions in Å, forces in eV/Å.

Properties
Orbital gap ... 9.01 eV
Total charge ... 0
Energy relative to the best compared isomer or geometry (same formula, charge and spin) ... 779.79 kJ/mol
LUMO level ... 0.40 eV
SMILES ... C=C(CO)C(=C)OC